1.
Here is a single C16H25NO molecule from the OMol25 dataset. Energies are from ωB97M-V with the def2-TZVPD basis set.

Positions of all 43 atoms, in Å:
C  -2.803935  -2.989030  -1.047511
O  -2.350403  -1.912700  -0.267141
C  -2.164613  -2.107931  1.073885
C  -2.358698  -3.321200  1.720893
C  -2.141611  -3.425834  3.085511
C  -1.733245  -2.326262  3.813726
C  -1.543770  -1.114937  3.168279
C  -1.755735  -0.983202  1.807416
C  -1.524190  0.324094  1.109633
C  -0.137188  0.357758  0.456562
N  0.105223  1.673418  -0.099813
C  1.440943  1.913389  -0.615647
C  1.611033  3.415258  -0.856083
C  3.024927  3.731697  -1.330491
C  3.346636  2.961834  -2.607597
C  3.189384  1.456746  -2.390215
C  3.506187  0.685298  -3.669043
C  1.771686  1.149792  -1.907757
H  -3.780204  -3.351427  -0.708708
H  -2.898397  -2.599504  -2.060454
H  -2.088888  -3.818717  -1.046990
H  -2.676653  -4.194955  1.173753
H  -2.295805  -4.377001  3.573383
H  -1.564683  -2.407457  4.876820
H  -1.227622  -0.248943  3.731539
H  -2.280081  0.463758  0.334924
H  -1.591580  1.148926  1.819525
H  -0.077588  -0.454782  -0.285533
H  0.626368  0.174260  1.219422
H  -0.581894  1.871572  -0.821524
H  2.142666  1.601226  0.168235
H  0.890473  3.738179  -1.611169
H  1.388112  3.950055  0.067804
H  3.124273  4.804555  -1.508845
H  3.738541  3.455025  -0.550884
H  2.670707  3.282019  -3.404365
H  4.367403  3.183244  -2.927370
H  3.893795  1.143970  -1.610441
H  3.410856  -0.385860  -3.504694
H  2.821908  0.971913  -4.465282
H  4.521561  0.892753  -3.999927
H  1.670168  0.075606  -1.736778
H  1.054563  1.436145  -2.682873

Forces on the atoms, in the same order (eV/Å):
C -0.1 -0.2 -0.2
O 0.1 0.3 0.3
C 0.0 0.0 0.2
C -0.1 -0.1 -0.3
C 0.0 0.0 0.1
C 0.0 -0.1 0.1
C 0.0 -0.1 -0.1
C -0.1 0.0 -0.2
C 0.3 -0.1 -0.1
C -0.2 0.0 0.0
N -0.2 0.1 0.0
C -0.2 0.2 -0.3
C 0.4 -0.2 0.3
C -0.2 0.1 -0.3
C 0.2 -0.1 0.4
C -0.2 0.0 -0.4
C 0.1 0.1 0.3
C 0.3 0.0 0.5
H 0.1 0.0 0.0
H 0.0 -0.1 0.1
H 0.0 0.0 0.0
H 0.0 0.0 -0.1
H 0.0 -0.1 0.0
H 0.0 0.0 0.1
H 0.0 0.1 0.0
H 0.0 0.1 0.0
H 0.0 0.0 0.0
H 0.0 0.0 0.1
H 0.0 -0.1 0.0
H 0.0 0.0 0.0
H 0.0 0.0 0.0
H -0.1 0.0 -0.1
H -0.1 0.0 0.0
H 0.1 0.0 0.1
H 0.1 0.0 0.1
H 0.0 0.0 -0.1
H 0.0 0.0 -0.1
H 0.0 0.0 0.0
H 0.0 -0.1 0.0
H -0.1 0.0 -0.1
H 0.1 0.0 -0.1
H -0.1 -0.1 -0.1
H -0.1 0.0 -0.1

Properties
HOMO energy: -8.34 eV
SMILES: COc1ccccc1CCN[C@@H]1CCC[C@H](C)C1
Net charge: 0
E_tot: -754.66791 a.u.
Frontier orbital gap: 9.2 eV



2.
Here is a single C16H25NO4Si molecule in a non-equilibrium geometry from the OMol25 dataset. Energies are from ωB97M-V with the def2-TZVPD basis set.

Positions of all 47 atoms, in Å:
C  3.065822  -0.980624  -0.103630
C  1.649967  -0.745570  -0.453499
N  1.357972  0.302928  -1.264584
O  2.280445  1.043621  -1.690258
O  0.029276  0.657959  -1.589013
C  -0.812864  0.442635  -0.427479
O  -0.337491  1.113569  0.722784
Si  0.287134  2.689082  0.628108
C  2.086589  2.644281  1.168935
C  -0.515776  3.933386  1.763827
C  0.228738  3.528899  -1.082869
C  -2.244089  0.942911  -0.751740
C  -3.240671  0.478021  0.322110
C  -3.334019  -1.072965  0.392530
C  -1.929438  -1.604576  0.758645
C  -0.868953  -1.118499  -0.246192
C  0.565283  -1.642302  0.139016
C  0.788477  -3.063145  -0.249846
C  0.939846  -3.583286  -1.541891
C  1.401150  -4.877596  -1.420295
O  1.453699  -5.214127  -0.110153
C  1.074522  -4.120633  0.601797
H  3.417987  -0.220162  0.595281
H  3.727844  -0.933524  -0.968657
H  3.190697  -1.905372  0.452616
H  2.689624  2.343470  0.311436
H  2.263425  1.935926  1.982730
H  2.480004  3.568830  1.549088
H  -1.401433  4.370135  1.328333
H  0.186499  4.770460  1.845483
H  -0.777349  3.523513  2.718422
H  1.160953  3.380675  -1.626917
H  0.084323  4.650719  -0.995775
H  -0.538681  3.097902  -1.743258
H  -2.222153  2.034365  -0.820075
H  -2.516294  0.557728  -1.741333
H  -2.957012  0.811990  1.330970
H  -4.233932  0.913664  0.181770
H  -3.660048  -1.483738  -0.564879
H  -4.096880  -1.417154  1.061251
H  -1.713570  -1.290922  1.773152
H  -1.996515  -2.692864  0.747292
H  -1.134332  -1.535165  -1.234281
H  0.645579  -1.609362  1.237209
H  0.839565  -2.999034  -2.444165
H  1.623307  -5.551620  -2.227902
H  1.012769  -4.074432  1.685903

Forces on the atoms, in the same order (eV/Å):
C 0.4 0.3 0.3
C -1.9 1.3 -1.3
N 2.4 -2.4 2.1
O -1.2 0.1 -0.4
O 0.2 0.0 0.7
C -1.3 -1.0 0.4
O 0.1 0.0 -1.0
Si 0.9 1.3 -0.2
C -0.1 -1.0 -0.1
C -0.1 -0.1 -0.5
C -0.3 0.5 -0.1
C 0.5 0.0 -0.1
C -0.4 -0.7 0.4
C 1.0 0.9 -0.7
C -0.9 0.0 -0.7
C 0.8 0.1 0.7
C -0.9 1.0 -0.3
C 0.4 -1.3 1.4
C 0.9 -0.8 -0.8
C -1.1 1.9 -0.4
O -0.1 -0.2 0.3
C -0.4 1.8 -0.8
H 0.0 0.4 -0.1
H -0.1 -0.1 0.0
H -0.2 -0.3 -0.3
H 0.1 -0.1 0.0
H -0.1 -0.2 -0.1
H -0.1 0.7 0.0
H -0.5 0.0 -0.2
H 0.1 -0.3 0.2
H 0.0 0.0 0.8
H 0.1 -0.1 0.1
H 0.0 -1.3 0.1
H 0.1 0.4 0.2
H 0.0 -0.1 0.0
H -0.1 0.0 0.1
H 0.3 0.1 -0.3
H 0.1 0.0 -0.4
H 0.2 0.1 -0.3
H -0.3 0.0 0.8
H 0.3 0.1 0.2
H 0.4 -0.1 0.0
H 0.1 0.3 0.2
H 0.1 0.3 -0.2
H 0.0 -0.2 -0.2
H 0.2 -0.5 0.5
H 0.3 -0.8 -0.3

Properties
HOMO energy: -8.32 eV
SMILES: CC1=[N+]([O-])O[C@@]2(O[Si](C)(C)C)CCCC[C@@H]2[C@H]1c1ccoc1
Net charge: 0
E_tot: -1269.82105 a.u.
Frontier orbital gap: 9.1 eV